Molecular formula: C49H122F3N14O12P3S
Method: DFT, ωB97M-V/def2-TZVPD

## Properties
**Highest occupied orbital energy**: -6.9 eV
**Orbital gap**: 5.606 eV
**LUMO energy**: -1.28 eV
**F_max**: 4.11 eV/Å

Bonds (Å) are listed after each position.
CARTESIAN COORDINATES (ANGSTROEM)
1 C -0.654 -2.374 12.120  O2 1.386, H12 1.090, H13 1.090, H14 1.090
2 O -0.988 -1.030 12.060  C1 1.386, C3 1.392
3 C -0.327 -0.324 11.058  O2 1.392, C4 1.553, H15 1.090, H16 1.090
4 C -1.293 0.836 10.696  C3 1.553, N5 1.553, H17 1.090, H18 1.090
5 N -1.750 1.629 11.951  C4 1.553, H6 1.010, H7 1.010, C8 1.562
6 H -2.042 0.958 12.648  N5 1.010
7 H -0.922 2.024 12.373  N5 1.010
8 C -2.759 2.784 11.657  N5 1.562, C9 1.576, H19 1.090, H20 1.090
9 C -2.193 4.146 11.100  C8 1.576, O10 1.476, H21 1.090, H22 1.090
10 O -1.383 3.852 9.902  C9 1.476, C11 1.409
11 C -0.826 4.975 9.258  O10 1.409, H23 1.090, H24 1.090, H25 1.090
12 H -0.837 -2.932 11.202  C1 1.090
13 H -1.239 -2.911 12.866  C1 1.090
14 H 0.390 -2.491 12.410  C1 1.090
15 H -0.170 -0.867 10.126  C3 1.090
16 H 0.647 0.001 11.425  C3 1.090
17 H -2.253 0.493 10.310  C4 1.090
18 H -1.020 1.477 9.858  C4 1.090
19 H -3.331 2.951 12.569  C8 1.090
20 H -3.508 2.357 10.991  C8 1.090
21 H -1.506 4.518 11.860  C9 1.090
22 H -2.921 4.946 10.964  C9 1.090
23 H -1.498 5.831 9.313  C11 1.090
24 H -0.682 4.692 8.215  C11 1.090
25 H 0.179 5.116 9.656  C11 1.090
26 C 1.164 0.671 2.012  F27 1.314, F28 1.336, F29 1.341, S30 1.911
27 F 2.438 0.679 1.694  C26 1.314
28 F 0.750 1.783 2.627  C26 1.336
29 F 0.402 0.376 0.949  C26 1.341
30 S 0.975 -0.743 3.283  C26 1.911, O31 1.469, O32 1.482, O33 1.480
31 O 0.974 -2.008 2.537  S30 1.469
32 O 2.153 -0.581 4.168  S30 1.482
33 O -0.314 -0.575 3.990  S30 1.480
34 C 4.127 -7.970 6.563  O35 1.197, N36 1.349, H39 1.101
35 O 4.127 -7.919 7.759  C34 1.197
36 N 4.146 -9.129 5.874  C34 1.349, C37 1.445, C38 1.479
37 C 4.224 -9.089 4.432  N36 1.445, H40 1.090, H41 1.090, H42 1.090
38 C 4.236 -10.488 6.451  N36 1.479, H43 1.090, H44 1.090, H45 1.090
39 H 4.119 -7.097 5.892  C34 1.101
40 H 5.165 -9.514 4.083  C37 1.090
41 H 4.138 -8.109 3.963  C37 1.090
42 H 3.491 -9.749 3.969  C37 1.090
43 H 5.120 -11.061 6.171  C38 1.090
44 H 4.080 -10.552 7.528  C38 1.090
45 H 3.379 -11.039 6.063  C38 1.090
46 C -5.343 -9.010 1.907  O47 1.213, N48 1.317, H51 1.101
47 O -6.121 -9.937 1.974  C46 1.213
48 N -5.619 -7.802 2.354  C46 1.317, C49 1.441, C50 1.469
49 C -6.850 -7.349 2.949  N48 1.441, H52 1.090, H53 1.090, H54 1.090
50 C -4.526 -6.832 2.497  N48 1.469, H55 1.090, H56 1.090, H57 1.090
51 H -4.286 -9.175 1.644  C46 1.101
52 H -7.326 -6.562 2.364  C49 1.090
53 H -6.694 -6.972 3.960  C49 1.090
54 H -7.596 -8.141 3.018  C49 1.090
55 H -4.820 -5.964 1.907  C50 1.090
56 H -4.478 -6.368 3.483  C50 1.090
57 H -3.533 -7.134 2.162  C50 1.090
58 O -9.054 0.620 7.977  P59 1.477
59 P -9.934 0.898 6.824  O58 1.477, N60 1.690, N63 1.785, N66 1.718
60 N -11.199 -0.206 6.639  P59 1.690, C61 1.465, C62 1.467
61 C -12.110 -0.059 5.501  N60 1.465, H69 1.090, H70 1.090, H71 1.090
62 C -11.138 -1.579 7.152  N60 1.467, H72 1.090, H73 1.090, H74 1.090
63 N -9.027 1.187 5.315  P59 1.785, C64 1.492, C65 1.496
64 C -8.701 -0.016 4.493  N63 1.492, H75 1.090, H76 1.090, H77 1.090
65 C -7.845 2.103 5.367  N63 1.496, H78 1.090, H79 1.090, H80 1.090
66 N -10.790 2.382 6.957  P59 1.718, C67 1.492, C68 1.517
67 C -11.485 3.062 5.826  N66 1.492, H81 1.090, H82 1.090, H83 1.090
68 C -10.759 3.202 8.233  N66 1.517, H84 1.090, H85 1.090, H86 1.090
69 H -11.728 0.513 4.655  C61 1.090
70 H -12.943 0.556 5.841  C61 1.090
71 H -12.658 -0.963 5.237  C61 1.090
72 H -10.541 -2.236 6.519  C62 1.090
73 H -12.116 -2.047 7.258  C62 1.090
74 H -10.619 -1.534 8.109  C62 1.090
75 H -8.936 0.051 3.431  C64 1.090
76 H -7.679 -0.356 4.657  C64 1.090
77 H -9.277 -0.898 4.772  C64 1.090
78 H -7.207 2.060 4.484  C65 1.090
79 H -8.278 3.088 5.541  C65 1.090
80 H -7.298 1.823 6.268  C65 1.090
81 H -12.525 2.794 5.641  C67 1.090
82 H -11.572 4.113 6.100  C67 1.090
83 H -10.814 3.055 4.967  C67 1.090
84 H -10.844 2.487 9.052  C68 1.090
85 H -11.649 3.829 8.284  C68 1.090
86 H -9.862 3.814 8.331  C68 1.090
87 O -1.581 -6.987 -7.106  P88 1.482
88 P -0.615 -5.930 -7.486  O87 1.482, N89 1.705, N92 1.784, N95 1.736
89 N -0.840 -4.569 -6.483  P88 1.705, C90 1.453, C91 1.480
90 C 0.051 -3.430 -6.619  N89 1.453, H98 1.090, H99 1.090, H100 1.090
91 C -1.196 -4.843 -5.072  N89 1.480, H101 1.090, H102 1.090, H103 1.090
92 N -0.662 -5.384 -9.184  P88 1.784, C93 1.425, C94 1.508
93 C 0.148 -5.965 -10.202  N92 1.425, H104 1.090, H105 1.090, H106 1.090
94 C -1.526 -4.198 -9.534  N92 1.508, H107 1.090, H108 1.090, H109 1.090
95 N 1.021 -6.475 -7.282  P88 1.736, C96 1.486, C97 1.502
96 C 2.219 -5.687 -7.673  N95 1.486, H110 1.090, H111 1.090, H112 1.090
97 C 1.384 -7.348 -6.116  N95 1.502, H113 1.090, H114 1.090, H115 1.090
98 H -0.453 -2.585 -6.149  C90 1.090
99 H 0.349 -3.197 -7.641  C90 1.090
100 H 0.898 -3.689 -5.985  C90 1.090
101 H -1.499 -3.916 -4.586  C91 1.090
102 H -0.352 -5.141 -4.450  C91 1.090
103 H -1.919 -5.657 -5.020  C91 1.090
104 H -0.470 -6.234 -11.059  C93 1.090
105 H 0.935 -5.312 -10.578  C93 1.090
106 H 0.589 -6.871 -9.785  C93 1.090
107 H -2.430 -4.368 -8.949  C94 1.090
108 H -1.161 -3.241 -9.161  C94 1.090
109 H -1.821 -4.072 -10.576  C94 1.090
110 H 2.815 -5.207 -6.897  C96 1.090
111 H 2.926 -6.322 -8.207  C96 1.090
112 H 1.934 -4.926 -8.399  C96 1.090
113 H 2.458 -7.513 -6.207  C97 1.090
114 H 0.916 -8.328 -6.207  C97 1.090
115 H 1.165 -6.902 -5.146  C97 1.090
116 O 7.848 3.693 -8.337  P117 1.482
117 P 6.512 4.314 -8.501  O116 1.482, N118 1.711, N121 1.694, N124 1.735
118 N 5.675 4.418 -7.012  P117 1.711, C119 1.466, C120 1.458
119 C 5.445 5.688 -6.318  N118 1.466, H127 1.090, H128 1.090, H129 1.090
120 C 5.396 3.174 -6.303  N118 1.458, H130 1.090, H131 1.090, H132 1.090
121 N 5.406 3.628 -9.586  P117 1.694, C122 1.508, C123 1.459
122 C 5.935 2.914 -10.804  N121 1.508, H133 1.090, H134 1.090, H135 1.090
123 C 3.957 3.799 -9.551  N121 1.459, H136 1.090, H137 1.090, H138 1.090
124 N 6.578 5.961 -9.044  P117 1.735, C125 1.500, C126 1.469
125 C 7.866 6.712 -8.878  N124 1.500, H139 1.090, H140 1.090, H141 1.090
126 C 5.526 6.784 -9.654  N124 1.469, H142 1.090, H143 1.090, H144 1.090
127 H 4.368 5.816 -6.206  C119 1.090
128 H 5.809 6.593 -6.804  C119 1.090
129 H 5.884 5.695 -5.321  C119 1.090
130 H 5.109 2.357 -6.965  C120 1.090
131 H 4.647 3.252 -5.515  C120 1.090
132 H 6.294 2.820 -5.797  C120 1.090
133 H 6.426 3.682 -11.402  C122 1.090
134 H 6.696 2.238 -10.415  C122 1.090
135 H 5.250 2.306 -11.395  C122 1.090
136 H 3.566 4.441 -8.762  C123 1.090
137 H 3.685 4.247 -10.507  C123 1.090
138 H 3.604 2.773 -9.448  C123 1.090
139 H 8.080 7.132 -9.860  C125 1.090
140 H 7.839 7.602 -8.250  C125 1.090
141 H 8.646 6.025 -8.549  C125 1.090
142 H 4.554 6.298 -9.743  C126 1.090
143 H 5.832 7.060 -10.663  C126 1.090
144 H 5.289 7.664 -9.057  C126 1.090
145 C 11.799 -5.282 0.045  C146 1.601, H156 1.090, H157 1.090, H158 1.090
146 C 11.500 -3.768 -0.380  C145 1.601, C147 1.581, N151 1.499, C155 1.546
147 C 10.052 -3.832 -1.011  C146 1.581, C148 1.467, H159 1.090, H160 1.090
148 C 8.931 -3.927 -0.070  C147 1.467, C149 1.563, H161 1.090, H162 1.090
149 C 9.023 -2.685 0.874  C148 1.563, C150 1.558, H163 1.090, H164 1.090
150 C 10.332 -2.652 1.718  C149 1.558, N151 1.524, C153 1.601, C154 1.508
151 N 11.473 -2.741 0.711  C146 1.499, C150 1.524, O152 1.359
152 O 12.678 -2.548 1.310  N151 1.359, H174 0.960
153 C 10.275 -1.186 2.359  C150 1.601, H165 1.090, H166 1.090, H167 1.090
154 C 10.206 -3.726 2.769  C150 1.508, H168 1.090, H169 1.090, H170 1.090
155 C 12.466 -3.290 -1.487  C146 1.546, H171 1.090, H172 1.090, H173 1.090
156 H 11.034 -6.028 -0.170  C145 1.090
157 H 12.037 -5.364 1.105  C145 1.090
158 H 12.646 -5.691 -0.505  C145 1.090
159 H 9.916 -2.973 -1.669  C147 1.090
160 H 9.999 -4.697 -1.673  C147 1.090
161 H 8.944 -4.883 0.454  C148 1.090
162 H 8.001 -4.000 -0.634  C148 1.090
163 H 8.117 -2.687 1.480  C149 1.090
164 H 8.892 -1.789 0.267  C149 1.090
165 H 9.239 -1.031 2.661  C153 1.090
166 H 10.891 -1.094 3.253  C153 1.090
167 H 10.661 -0.421 1.687  C153 1.090
168 H 11.152 -3.913 3.277  C154 1.090
169 H 9.449 -3.562 3.536  C154 1.090
170 H 9.852 -4.646 2.304  C154 1.090
171 H 12.156 -2.276 -1.740  C155 1.090
172 H 12.373 -3.789 -2.452  C155 1.090
173 H 13.514 -3.422 -1.219  C155 1.090
174 H 12.808 -1.623 1.089  O152 0.960
175 C -3.646 6.649 -2.683  C176 1.530, H186 1.090, H187 1.090, H188 1.090
176 C -4.022 7.769 -3.654  C175 1.530, C177 1.519, N181 1.474, C185 1.535
177 C -3.695 7.151 -5.003  C176 1.519, C178 1.482, H189 1.090, H190 1.090
178 C -4.305 7.813 -6.181  C177 1.482, C179 1.553, H191 1.090, H192 1.090
179 C -5.834 7.984 -5.973  C178 1.553, C180 1.569, H193 1.090, H194 1.090
180 C -6.229 8.608 -4.588  C179 1.569, N181 1.544, C183 1.482, C184 1.578
181 N -5.472 7.913 -3.435  C176 1.474, C180 1.544, O182 1.401
182 O -5.750 8.415 -2.157  N181 1.401, H204 0.960
183 C -6.199 10.088 -4.524  C180 1.482, H195 1.090, H196 1.090, H197 1.090
184 C -7.756 8.244 -4.424  C180 1.578, H198 1.090, H199 1.090, H200 1.090
185 C -3.157 9.023 -3.464  C176 1.535, H201 1.090, H202 1.090, H203 1.090
186 H -4.361 5.886 -2.376  C175 1.090
187 H -3.504 7.189 -1.747  C175 1.090
188 H -2.708 6.109 -2.810  C175 1.090
189 H -2.646 7.256 -5.279  C177 1.090
190 H -3.975 6.100 -4.933  C177 1.090
191 H -4.081 7.226 -7.072  C178 1.090
192 H -3.856 8.792 -6.348  C178 1.090
193 H -6.365 7.034 -6.034  C179 1.090
194 H -6.298 8.678 -6.674  C179 1.090
195 H -6.514 10.463 -3.550  C183 1.090
196 H -5.210 10.493 -4.740  C183 1.090
197 H -6.881 10.551 -5.237  C183 1.090
198 H -8.171 9.052 -3.822  C184 1.090
199 H -8.298 8.198 -5.368  C184 1.090
200 H -7.967 7.270 -3.981  C184 1.090
201 H -3.500 9.657 -2.646  C185 1.090
202 H -3.059 9.621 -4.370  C185 1.090
203 H -2.176 8.790 -3.052  C185 1.090
204 H -6.013 7.671 -1.610  O182 0.960

=====

Molecular formula: C10H18NO4
Method: DFT, ωB97M-V/def2-TZVPD

## Properties
**Highest occupied orbital energy (alpha / beta)**: -11.0 / -12.6 eV
**Orbital gap (alpha / beta)**: 6.135 / 8.908 eV
**LUMO energy (alpha / beta)**: -4.91 / -3.66 eV
**Charge**: +1
**F_max**: 3.66 eV/Å

Bonds (Å) are listed after each position.
CARTESIAN COORDINATES (ANGSTROEM)
1 C -1.191 0.848 1.692  C3 1.462, O12 1.143
2 C 1.049 0.007 0.784  C5 1.457, O13 1.244, O15 1.354
3 C -2.175 -0.221 1.532  C1 1.462, C4 1.527, H16 1.151, H17 1.170
4 C -1.609 -1.626 1.726  C3 1.527, N11 1.492, H18 1.096, H19 1.015
5 C 0.703 -1.365 1.135  C2 1.457, N11 1.444, O14 1.335
6 C 1.788 0.792 -2.150  C10 1.534, H20 1.061, H21 1.089, H22 1.171
7 C -0.414 1.812 -2.239  C10 1.537, H23 1.053, H24 1.136, H25 1.115
8 C 1.217 2.690 -0.570  C10 1.539, H26 1.068, H27 1.077, H28 1.160
9 C -0.528 -3.180 0.122  N11 1.454, H29 1.089, H30 1.170, H31 1.163
10 C 0.705 1.414 -1.261  C6 1.534, C7 1.537, C8 1.539, O15 1.437
11 N -0.580 -1.833 0.666  C4 1.492, C5 1.444, C9 1.454, H32 1.018
12 O -1.115 1.968 1.907  C1 1.143
13 O 1.968 0.575 1.400  C2 1.244
14 O 1.176 -1.810 2.302  C5 1.335, H33 1.041
15 O 0.331 0.430 -0.284  C2 1.354, C10 1.437
16 H -2.949 -0.015 2.359  C3 1.151
17 H -2.746 -0.011 0.533  C3 1.170
18 H -1.160 -1.599 2.726  C4 1.096
19 H -2.315 -2.353 1.668  C4 1.015
20 H 1.443 -0.159 -2.471  C6 1.061
21 H 1.856 1.368 -3.072  C6 1.089
22 H 2.824 0.487 -1.697  C6 1.171
23 H -0.666 1.086 -2.959  C7 1.053
24 H 0.041 2.661 -2.839  C7 1.136
25 H -1.377 2.217 -1.853  C7 1.115
26 H 1.305 3.515 -1.242  C8 1.068
27 H 0.577 2.846 0.283  C8 1.077
28 H 2.342 2.503 -0.359  C8 1.160
29 H 0.094 -2.996 -0.753  C9 1.089
30 H -0.173 -4.074 0.787  C9 1.170
31 H -1.536 -3.488 -0.371  C9 1.163
32 H -0.877 -1.247 -0.112  N11 1.018
33 H 1.992 -1.243 2.612  O14 1.041

=====

> Number 1 is which compound?

C49H122F3N14O12P3S